This record from the Open Molecules 2025 dataset describes 2 unconnected molecules or ions with the total composition C21H37FN4O3. The level of theory is ωB97M-V with the def2-TZVPD basis set.

As for the calculated total energy: -37196.4821 eV. Its HOMO energy is -9.649 eV. As for the structure (SMILES): COCCCCCCCC[C@]1(CCCF)CNC(=O)[C@]1(N)N=C=O.CCCC#N.

Geometry (Å):
1 C 6.3422 -2.9621 -0.1234
2 O 6.3604 -1.6882 0.4959
3 C 5.0773 -1.3116 0.9808
4 C 4.2328 -0.7517 -0.1917
5 C 2.9811 -0.0233 0.3235
6 C 2.0321 0.4016 -0.8260
7 C 0.8938 1.3086 -0.3024
8 C 0.2084 0.7627 0.9885
9 C -0.3746 -0.6558 0.7401
10 C -1.1656 -0.6819 -0.5909
11 C -2.1126 -1.9049 -0.7324
12 C -3.5561 -1.2083 -0.7027
13 C -3.8720 -0.4785 0.6158
14 C -5.2773 0.1583 0.4499
15 F -5.8436 0.3499 1.7060
16 C -2.2310 -2.9194 0.4135
17 N -3.0886 -3.9740 -0.1540
18 C -2.8437 -4.0337 -1.5412
19 O -3.1115 -4.9539 -2.2545
20 C -2.1484 -2.7092 -2.0539
21 N -2.8357 -2.1510 -3.1985
22 N -0.8410 -3.1657 -2.6246
23 C 0.0594 -3.3731 -1.8160
24 O 0.9691 -3.3943 -1.0867
25 H 5.6702 -2.9732 -0.9915
26 H 6.0606 -3.7291 0.6112
27 H 7.3607 -3.1558 -0.4703
28 H 4.5877 -2.1902 1.4260
29 H 5.2229 -0.5237 1.7264
30 H 3.9141 -1.5741 -0.8409
31 H 4.8663 -0.0338 -0.7222
32 H 2.4395 -0.6955 1.0033
33 H 3.2282 0.8778 0.9025
34 H 2.6293 0.9821 -1.5415
35 H 1.6705 -0.5038 -1.3264
36 H 0.1731 1.5805 -1.0809
37 H 1.3664 2.2647 -0.0207
38 H 0.8989 0.7398 1.8384
39 H -0.5974 1.4662 1.2444
40 H -1.0159 -0.8750 1.6026
41 H 0.4258 -1.3981 0.6703
42 H -0.4246 -0.7613 -1.3987
43 H -1.6805 0.2688 -0.7487
44 H -3.5702 -0.4404 -1.4877
45 H -4.3562 -1.9184 -0.9391
46 H -3.1959 0.3556 0.8224
47 H -3.9793 -1.1504 1.4723
48 H -5.2245 1.1488 -0.0078
49 H -5.9086 -0.5340 -0.1165
50 H -2.4169 -2.5577 1.4208
51 H -1.2264 -3.3823 0.5079
52 H -2.9122 -4.8968 0.2242
53 H -3.8362 -2.2669 -3.1277
54 H -2.5910 -1.1772 -3.3196
55 C 1.4959 5.7966 0.6839
56 C 0.4632 6.0091 1.7854
57 C -0.6793 4.9896 1.7346
58 C -1.3955 5.0946 0.4470
59 N -1.9487 5.1786 -0.5553
60 H 1.0558 5.9215 -0.3065
61 H 2.3041 6.5225 0.7749
62 H 1.9315 4.7965 0.7419
63 H 0.0569 7.0191 1.7048
64 H 0.9558 5.9375 2.7570
65 H -1.3833 5.1718 2.5465
66 H -0.2895 3.9754 1.8377

Atomic partial charges in e from the Löwdin method, atoms 1 to 2: atom 1 (C): -0.113, atom 2 (O): -0.205